A structure of composition C13H23Br12N4O at a distorted geometry, computed with ωB97M-V/def2-TZVPD.

```
! RIJCOSX wB97M-V def2-TZVPD def2/J DEFGRID3
* xyz 1 1
C 4.58618 -2.12506 1.94018
C 5.15655 -1.91977 0.45548
C 4.40388 -0.80984 -0.41709
C 4.13273 0.58145 0.33140
C 2.52617 0.82287 0.30107
C 1.78232 0.08689 1.52353
C 0.24697 0.52007 1.67511
N -0.69776 -0.28224 0.85217
C -0.47924 -1.04052 -0.34366
N -1.67585 -1.68120 -0.83839
C -2.68206 -1.28336 0.10977
N -3.98303 -1.63395 0.06303
O -4.75663 -1.16397 1.09688
N -2.03092 -0.45498 1.09546
H 4.03631 -1.23079 2.37272
H 5.49702 -2.31282 2.61918
H 3.91299 -3.03512 2.06872
H 6.28879 -1.76574 0.53287
H 5.01777 -2.92725 -0.08340
H 3.45375 -1.27196 -0.87662
H 5.07807 -0.57208 -1.32102
H 4.62060 1.48103 -0.19297
H 4.54085 0.61120 1.40615
H 2.27269 1.93323 0.29468
H 2.05954 0.38355 -0.65726
H 1.84023 -1.05300 1.36257
H 2.40011 0.29745 2.46511
H -0.07078 0.42653 2.77834
H 0.08835 1.62812 1.40200
H 0.50172 -1.14519 -0.90716
H -4.35868 -2.20978 -0.70140
H -4.67997 -1.86708 1.79507
H -2.46105 -0.00828 1.91883
C -2.71628 3.06996 -0.11968
Br -3.31526 3.72855 1.60316
Br -3.67405 3.90193 -1.58465
Br -0.79383 3.23899 -0.32622
H -2.94690 2.00677 -0.15097
C -7.35214 -2.71564 3.22267
Br -8.28096 -2.15843 4.82907
Br -5.77464 -3.77233 3.63302
Br -8.53073 -3.63432 1.98867
H -7.01001 -1.81168 2.72286
C -6.81847 4.46905 -4.15586
Br -5.38960 5.71979 -3.75938
Br -7.90817 5.06977 -5.64116
Br -6.14511 2.67184 -4.43600
H -7.46364 4.43475 -3.28040
C 7.56758 -0.12783 -3.76606
Br 8.02200 -0.54191 -1.92669
Br 8.11818 -1.53564 -4.97862
Br 5.68557 0.29862 -3.96518
H 8.12668 0.76480 -4.03890
*
```

Properties
- HOMO-LUMO gap: 8.8 eV
- Total energy: -862359.5377 eV



An isolated molecule of C4H7N3S at a distorted geometry, computed with ωB97M-V/def2-TZVPD.

```
! RIJCOSX wB97M-V def2-TZVPD def2/J DEFGRID3
* xyz 0 1
N 1.03107 -1.34290 -1.16734
N -0.20757 -0.73112 -0.89920
N -1.17788 -0.63293 -1.81307
C -2.14391 -0.03462 -1.11912
C -1.75284 0.32348 0.15594
C -0.47448 -0.19525 0.33115
C 0.51345 -0.18789 1.43912
S 1.56928 1.34693 1.28315
H 0.79391 -2.18799 -1.65668
H 1.45254 -0.78438 -1.91816
H -3.01622 0.40261 -1.63497
H -2.36856 0.84821 0.86735
H 0.02631 -0.19783 2.42543
H 1.24340 -1.03597 1.44020
H 2.38735 0.91880 2.26111
*
```

Properties
- HOMO-LUMO gap: 10.0 eV
- Relative energy (zero: lowest compared OMol25 entry of this formula, charge and spin): 51.4 kcal per mole
- SMILES string: Nn1nccc1CS
- Total energy: -19565.5484 eV



A structure of composition C24H28N4O5 at a distorted geometry, computed with ωB97M-V/def2-TZVPD.

```
! RIJCOSX wB97M-V def2-TZVPD def2/J DEFGRID3
* xyz 0 1
C -4.02767 2.87869 1.01058
C -5.35747 2.15068 1.23113
C -5.59393 1.66505 2.56708
H -6.50092 1.34604 2.76846
H -5.16045 2.57541 3.46011
C -4.50919 0.31806 3.05594
N -3.06922 0.45358 3.19294
C -2.17587 0.31190 2.18464
O -0.96979 0.52583 2.31924
C -2.69082 -0.63765 1.09728
N -1.59167 -0.86212 -0.06866
C -1.60137 -0.45508 -1.31155
O -2.69180 -0.19808 -1.54751
C -0.42568 -0.53512 -1.95441
N 0.70904 -0.46474 -1.10787
N 1.94729 -0.66518 -1.55252
C 2.25050 -0.30597 -2.73097
O 3.42044 -0.13157 -3.17940
C 0.97031 -0.17705 -3.87950
C 1.29638 -0.25123 -5.21943
C 0.31388 -0.03804 -6.07440
C -1.01221 -0.41046 -5.67920
C -1.34036 -0.41320 -4.32136
C -0.22458 -0.55553 -3.36065
H -2.30283 -0.20637 -4.02718
H -1.96339 -0.18600 -6.25391
H 0.47776 -0.00555 -6.93833
H 2.24904 -0.00741 -5.66280
C 2.97692 -0.75764 -0.56909
C 2.80975 0.07447 0.61519
C 3.79552 0.11812 1.41769
C 4.98523 -0.65776 1.32345
C 4.93574 -1.58474 0.15592
C 4.05160 -1.51020 -0.66625
O 3.97247 -2.33830 -1.81436
C 4.91246 -3.16921 -2.34261
H 5.94759 -2.36552 -2.30669
H 5.12624 -4.16103 -1.39322
H 4.78559 -3.64130 -3.16246
H 5.87091 -2.35058 -0.06520
O 5.88461 -1.04617 2.29843
C 6.02311 -0.41053 3.27241
H 6.99230 -0.46117 3.88924
H 6.06997 0.89472 3.25780
H 5.20831 -0.33515 3.89920
H 3.62899 0.73317 2.51664
H 1.94923 0.76950 0.83205
H -0.72001 -0.80911 0.72879
H -3.04264 -1.52956 1.32760
H -3.39988 -0.26966 0.38007
C -2.76838 1.47165 4.18370
H -3.10283 2.50766 4.09724
H -1.82114 1.54817 4.25640
H -3.19426 0.91244 5.25561
H -5.02467 -0.05223 4.08679
H -4.88051 -0.61646 2.21922
H -6.02648 2.78896 0.94999
H -5.14992 1.19253 0.45289
H -4.04792 3.79919 1.56361
H -3.25543 2.13294 1.28566
H -3.91792 3.40388 0.03652
*
```

Properties
- HOMO-LUMO gap: 7.4 eV
- Relative energy (zero: lowest compared OMol25 entry of this formula, charge and spin): 552.5 kcal per mole
- Total energy: -41519.9344 eV



A structure of composition C3H7INO at a distorted geometry, computed with ωB97M-V/def2-TZVPD.

```
! RIJCOSX wB97M-V def2-TZVPD def2/J DEFGRID3
* xyz -1 1
C -0.71553 1.38803 0.43985
C 0.14012 0.35982 -0.32047
O 1.43325 0.93318 -0.49368
C 0.28575 -1.02304 0.37527
N 0.50334 -2.07450 -0.64734
I -1.37831 -2.65271 -1.28184
H -0.86194 2.27118 -0.18565
H -1.64664 0.94354 0.78224
H -0.14077 1.72124 1.31156
H -0.29374 0.21731 -1.31290
H 2.01125 0.19473 -0.62465
H 1.23194 -1.00442 0.93920
H -0.56873 -1.27436 1.01842
*
```

Properties
- HOMO-LUMO gap: 5.7 eV
- Relative energy (zero: lowest compared OMol25 entry of this formula, charge and spin): 100.0 kcal per mole
- Total energy: -14861.9577 eV



The ion C2O5S2 with charge -2 at a distorted geometry, computed with ωB97M-V/def2-TZVPD.

```
! RIJCOSX wB97M-V def2-TZVPD def2/J DEFGRID3
* xyz -2 1
C -0.61660 -0.27253 1.00866
C -1.42801 -0.16549 -1.62026
O -1.26545 0.05192 -0.21332
O 1.65934 2.05393 -0.40934
O -1.24965 -0.59549 1.99314
O 0.65276 0.02296 0.93085
O 2.92264 0.07203 -0.36489
S -0.83296 -1.63905 -2.09969
S 1.60594 0.60675 -0.69922
*
```

Properties
- HOMO-LUMO gap: 5.6 eV
- Relative energy (zero: lowest compared OMol25 entry of this formula, charge and spin): 8.9 kcal per mole
- Total energy: -33980.0258 eV



> What is the HOMO-LUMO gap in the fifth record?

5.6 eV